Entry from OMol25: C30H45NO2P2Ti as an isolated structure (the ωB97M-V functional and the def2-TZVPD basis).

Geometry as XYZ:
```
81
Properties=species:S:1:pos:R:3:forces:R:3
P 0.7806 3.1118 -2.1900 0.361 0.014 -2.060
P 3.8136 1.8297 -3.7171 2.113 -0.779 -0.321
C 2.2342 4.0282 -3.1912 -0.884 0.349 0.512
C 3.0280 3.3194 -4.2843 -0.037 0.124 -0.471
H 2.8738 4.5722 -2.4893 -0.068 -0.208 -0.073
H 1.5661 4.7725 -3.6661 0.621 -0.184 0.201
H 2.4090 2.9599 -5.1348 0.225 0.792 0.397
H 3.8848 3.9322 -4.6578 -0.985 -0.013 0.066
C 5.6234 2.1744 -3.4837 -0.816 0.011 -0.276
H 6.1822 1.3505 -2.9874 -0.657 0.455 -0.448
H 5.7201 3.1073 -2.8874 0.023 -0.523 -0.530
H 5.9691 2.3107 -4.5120 0.484 0.232 0.214
C 3.5712 0.5858 -5.0100 0.194 0.573 0.280
H 4.3435 0.9159 -5.7259 -0.540 -0.604 -0.310
H 2.5394 0.7404 -5.3872 0.720 -0.391 -0.081
H 3.7459 -0.4493 -4.6527 -0.117 0.783 -0.417
C 0.2634 4.6200 -1.3300 0.182 0.197 -0.649
H -0.7549 4.5407 -0.9026 0.209 0.612 -0.072
H 0.3378 5.3783 -2.1214 -0.687 0.333 0.701
H 0.9986 4.8194 -0.5391 -0.384 0.007 -0.120
C -0.1632 2.9654 -3.7577 0.137 0.803 -0.584
H 0.3398 2.2289 -4.4139 -0.373 0.163 0.430
H -0.0736 3.9474 -4.2442 -0.447 -0.311 -0.250
H -1.2067 2.6925 -3.6263 0.117 0.016 -0.122
Ti -1.2281 2.2719 -0.5833 3.310 -1.193 1.142
C 4.3599 -0.8258 -2.0573 -0.016 -0.733 1.559
C 5.3356 -0.3839 -1.2423 1.668 -0.506 -0.193
C 5.3386 0.7758 -0.2475 -0.749 -1.875 0.623
C 3.8941 1.2655 0.0563 0.210 0.828 1.128
C 3.6810 2.0487 -1.1813 -1.690 0.237 -0.051
C 3.2208 1.2891 -2.2058 -1.676 1.761 -0.195
C 2.1709 0.2007 -2.2191 -0.401 -0.692 0.667
C 2.9094 -1.0467 -1.7033 -0.388 0.287 -0.817
C -2.3046 1.0460 -1.7882 0.109 -0.164 -0.178
H 4.6180 -1.1765 -3.0336 0.636 -1.248 -0.063
H 6.3101 -0.9463 -1.3727 -0.547 1.669 -0.464
H 5.8952 1.5958 -0.7271 0.104 -0.194 0.113
H 5.9002 0.4925 0.6505 -0.207 0.200 -0.023
H 3.1666 0.4803 0.0588 -0.039 -0.655 0.007
H 3.7353 1.7155 1.0460 0.576 0.511 -0.424
H 3.8436 3.1517 -1.3345 0.993 -1.449 0.427
H 0.7373 2.3574 -0.6278 -1.334 0.134 0.830
H 1.7468 -0.0278 -3.2232 0.506 0.539 0.415
H 1.3066 0.5113 -1.5907 0.776 -0.497 -0.406
H 2.7280 -1.1843 -0.6381 0.185 -0.222 -0.157
H 2.6163 -1.9607 -2.2426 -0.179 0.249 0.418
H -2.3450 -0.0115 -1.4518 -0.026 0.637 -0.292
H -1.9940 1.1306 -2.8440 -0.374 -0.442 0.429
H -3.2930 1.5353 -1.6414 0.060 -0.280 -0.201
C -3.6281 -5.5582 0.8806 -0.094 -0.201 -0.061
C -3.9336 -4.1746 1.3805 -0.313 0.409 0.014
C -5.2160 -3.8875 1.8582 -0.110 0.094 0.075
C -5.5540 -2.6011 2.2929 -0.056 -0.275 -0.327
C -4.5965 -1.5930 2.2781 -0.329 -0.365 0.142
C -3.3054 -1.8799 1.8496 -0.257 -0.906 0.217
N -2.3302 -0.8834 1.9605 0.291 1.540 -0.380
C -1.0829 -1.0673 2.5652 0.161 -0.552 0.777
C -0.9042 -2.0672 3.5240 0.208 -0.330 0.390
C 0.3689 -2.3540 4.0169 -0.410 0.171 -0.220
C 1.4836 -1.6418 3.5552 0.098 -0.034 -0.073
C 1.3296 -0.6125 2.6251 -1.074 -0.095 0.271
C 0.0304 -0.2931 2.1804 -0.186 -0.851 0.369
C -0.3421 0.6437 1.1354 -0.011 0.166 -2.144
O -1.1538 1.6336 1.3255 0.140 0.491 0.118
O -0.0250 0.4613 -0.0922 -0.388 0.458 1.092
C -2.9746 -3.1513 1.3339 -0.253 0.297 0.239
C -1.6251 -3.4159 0.7425 0.487 -0.257 -0.257
H -3.3299 -5.5588 -0.1721 0.012 0.039 0.084
H -2.8322 -6.0526 1.4461 -0.003 0.160 -0.027
H -4.5178 -6.1837 0.9628 0.074 0.015 -0.008
H -5.9604 -4.6934 1.8580 0.269 0.436 0.097
H -6.5701 -2.3900 2.6317 0.338 -0.059 -0.084
H -4.8492 -0.5947 2.6288 0.094 -0.137 0.043
H -2.6894 0.0645 2.0711 0.024 -0.529 -0.086
H -1.7822 -2.6169 3.8990 0.513 0.254 -0.350
H 0.4691 -3.1466 4.7665 0.116 0.391 -0.318
H 2.4644 -1.9177 3.9390 -0.160 0.228 -0.167
H 2.1567 -0.0210 2.2644 0.204 -0.042 0.076
H -1.7099 -4.0230 -0.1733 -0.011 0.179 0.331
H -1.1018 -2.4887 0.4746 -0.132 -0.220 0.080
H -0.9769 -3.9762 1.4381 -0.139 0.171 -0.224
```
Forces are in eV/Å.

E_tot: -79096.55947 eV
Energy relative to the best compared isomer or geometry (same formula, charge and spin): 6.9 kJ/mol
Orbital gap (spin up / spin down): 4.9494 / 4.9825 eV
Molecular weight: 561.5 g/mol
Total charge: +2
Spin multiplicity: 1
Highest occupied orbital energy (spin up / spin down): -11.6122 / -11.6125 eV

These are the Mulliken partial charges, in e, on atoms 1 to 4: P 1.532; P 1.160; C -1.596; C -0.996